1.
The following is a DFT calculation (ωB97M-V with the def2-TZVPD basis set) of a structure of composition C11H11BrF5NO10P2W at a distorted geometry.

Cartesian coordinates (Å):
1 W -0.62202 -1.09900 -0.09235
2 O -2.53534 -4.21734 0.27882
3 P -2.94933 -2.81809 0.83505
4 O -3.96015 -2.67189 1.84504
5 O -1.54275 -2.12444 1.09098
6 O -3.41595 -2.06620 -0.61426
7 P -2.35789 -1.73697 -1.72573
8 O -2.91523 -1.91142 -3.13196
9 O -1.13802 -2.57569 -1.36121
10 O -1.79473 -0.32318 -1.38927
11 H -3.07993 -4.97089 0.56197
12 H -3.86788 -1.90037 -3.33238
13 Br 1.44254 -1.97135 0.90217
14 O 0.70693 0.82212 -0.72896
15 C 1.36627 -0.01584 -1.38326
16 O 0.76943 -1.06479 -1.76595
17 C 2.85296 0.16893 -1.59536
18 N 3.26431 1.47458 -0.97088
19 C 4.08507 2.22056 -1.98752
20 C 3.48460 1.76884 -3.30886
21 C 3.24468 0.26984 -3.08717
22 H 3.34320 -0.67289 -1.10632
23 H 3.75996 1.35526 -0.08764
24 H 2.38794 1.97005 -0.75529
25 H 5.12066 1.89784 -1.89212
26 H 4.02970 3.29211 -1.81384
27 H 4.16046 1.94857 -4.14084
28 H 2.54880 2.29395 -3.50840
29 H 4.15529 -0.29721 -3.26860
30 H 2.46089 -0.12925 -3.72678
31 F -3.32223 2.00736 5.55926
32 C -2.65302 1.54240 4.53561
33 C -3.33487 1.13352 3.38967
34 F -4.64322 1.21914 3.31717
35 C -2.58427 0.67316 2.33362
36 F -3.14067 0.37050 1.14980
37 C -1.18380 0.58489 2.36482
38 O -0.49529 0.15709 1.26938
39 C -0.53138 1.01562 3.51580
40 F 0.78968 0.97757 3.56502
41 C -1.26517 1.49094 4.59148
42 F -0.64022 1.91196 5.66932

Its orbital gap is 5.52 eV. For the energy above the lowest of the compared OMol25 structures with the same formula, charge and spin, the calculation gives 43.4 kcal per mole. For the maximum force, the calculation gives 8.2 eV/A. The calculation puts the electronic energy at -137574.4066 eV. Its net charge is +2. As for the spin multiplicity: 1.

For each atom in turn, the Löwdin charge in e is: 1.72 -0.04 0.38 -0.13 -0.40 -0.20 0.29 0.05 -0.29 -0.26 0.14 0.16 0.53 -0.02 -0.66 -0.13 -0.15 0.12 -0.08 -0.13 -0.08 0.16 0.20 0.17 0.15 0.14 0.14 0.13 0.14 0.13 0.20 -0.11 -0.12 0.18 -0.12 0.10 -0.15 -0.26 -0.12 0.15 -0.12 0.18

2.
The following is a DFT calculation (ωB97M-V with the def2-TZVPD basis set) of a cluster of 2 separate species, C3H7NO in total at a distorted geometry.

Cartesian coordinates (Å):
1 C -0.83308 -0.96054 -0.03819
2 C -1.42382 -2.11351 -0.37555
3 C 0.22082 0.14889 1.68565
4 N -0.73414 -0.58744 1.30218
5 H -0.61946 -0.13337 -0.71332
6 H -1.93807 -2.70720 0.36675
7 H -1.28198 -2.55599 -1.35286
8 H 0.16318 0.44401 2.73058
9 H 0.89086 0.68778 1.00904
10 H 1.95753 2.72218 -2.30831
11 H 2.01328 2.21080 -0.87600
12 O 1.58487 2.84439 -1.42999

Its orbital gap is 9.79 eV. The structure (SMILES) is C=CN=C.O. For the energy above the lowest of the compared OMol25 structures with the same formula, charge and spin, the calculation gives 60.2 kcal per mole. For the maximum force, the calculation gives 1.5 eV/A. The calculation puts the electronic energy at -6760.1410 eV. As for the spin multiplicity: 1.

For each atom in turn, the Löwdin charge in e is: -0.26 0.03 -0.04 -0.04 0.10 0.05 0.05 0.07 0.06 0.04 0.00 -0.05

3.
The following is a DFT calculation (ωB97M-V with the def2-TZVPD basis set) of an isolated molecule of CH5O3P at a distorted geometry.

Cartesian coordinates (Å):
1 C 1.70882 -0.51405 -0.11203
2 O 0.66670 0.21884 0.45001
3 O -0.46473 -0.43551 0.00017
4 O -3.00371 -0.28549 -0.37254
5 P -1.83100 0.47723 0.05993
6 H 2.70833 -0.04904 0.19315
7 H 1.67221 -0.41089 -1.18598
8 H 1.94007 -1.52926 0.05750
9 H -1.89516 0.78134 1.39117
10 H -1.50154 1.74681 -0.48137

Its orbital gap is 11.44 eV. The structure (SMILES) is COO[PH2]=O. For the energy above the lowest of the compared OMol25 structures with the same formula, charge and spin, the calculation gives 89.0 kcal per mole. For the maximum force, the calculation gives 4.1 eV/A. The calculation puts the electronic energy at -16546.3863 eV. As for the spin multiplicity: 1.

For each atom in turn, the Löwdin charge in e is: -0.11 -0.19 -0.30 -0.37 0.65 0.12 0.08 0.07 0.01 0.03